(1)
ORCA calculation (ωB97M-V/def2-TZVPD) on a 31-piece molecular cluster, H63O31 overall.

Geometry as ORCA input:
```
! wB97M-V def2-TZVPD RIJCOSX def2/J DEFGRID3
* xyz 1 1
O -0.1999 -5.4116 19.8444
H -0.4437 -6.3429 19.6195
H -1.0064 -4.9869 20.2002
H 0.1011 -9.0381 20.6996
O -4.4655 -6.3866 19.1291
H -5.1602 -5.7376 18.9507
H -3.7164 -6.1419 18.5240
O -3.1509 -6.4069 21.4614
H -2.8190 -5.5523 21.8425
H -3.6897 -6.1484 20.6910
O 2.5898 -4.9428 20.4164
H 1.8585 -4.4368 20.1018
H 2.8890 -4.5166 21.2238
O -0.5210 -9.8525 20.7522
H -1.9307 -9.3526 20.7692
H -0.2395 -10.3962 21.5080
O 0.8076 -9.7248 23.3542
H 0.7623 -10.0672 24.2476
H 0.3763 -8.8468 23.3825
O -0.5217 -2.4494 21.4717
H -0.7498 -1.7027 22.0472
H -0.7640 -2.1496 20.5738
O -3.2288 -2.2014 17.0614
H -3.1261 -2.0568 16.1170
H -4.1622 -2.1967 17.2330
O -0.8770 -7.3935 23.7661
H -0.3078 -6.6355 23.5065
H -1.3372 -7.2025 24.5696
O 1.4928 -12.0853 17.3703
H 1.6066 -12.4757 16.4914
H 1.6859 -11.1074 17.1962
O -3.9752 -3.7804 20.0146
H -4.9050 -3.6733 19.7809
H -3.6005 -2.9216 20.0065
O -2.5321 -5.1045 17.4627
H -2.8167 -5.1578 16.5227
H -2.5628 -4.1363 17.5932
O 0.6574 -5.2279 22.6880
H 0.0820 -4.4496 22.6749
H 0.9819 -5.3840 21.7896
O -3.2297 -7.9845 16.9789
H -4.0638 -8.2033 17.4539
H -2.9935 -8.8302 16.5200
O -0.3639 -3.5894 14.5478
H 0.5030 -3.3362 14.2176
H -0.1172 -3.9767 15.4272
O 3.3118 -6.2106 17.0483
H 4.2050 -6.4272 16.7810
H 3.4268 -5.7779 17.8837
O -1.7561 -9.8777 15.2437
H -2.6097 -10.1101 14.8487
H -1.4730 -9.1138 14.7071
O -2.9402 -8.9708 20.8990
H -3.4657 -9.1715 20.0483
H -2.8552 -7.9422 21.1838
O 0.0317 -7.7453 15.1255
H 0.4139 -7.0452 14.5619
H -0.3377 -7.1745 15.8531
O -3.3181 -5.8365 14.8828
H -3.2215 -6.6636 15.3166
H -2.6888 -5.7832 14.1818
O -0.8412 -5.8158 12.7626
H -0.7473 -5.0477 13.3779
H -0.3139 -5.6847 11.9579
O 1.4406 -9.3347 17.1962
H 1.2540 -8.7354 16.5040
H 1.8957 -8.7882 17.8289
O 0.6347 -5.5577 16.6759
H 1.5970 -5.3621 16.5955
H 0.1843 -5.1702 17.4498
O -3.7882 -13.2720 18.5475
H -4.1554 -13.5895 17.7363
H -2.9469 -12.8993 18.3239
O -3.8466 -10.3510 18.8280
H -4.2268 -11.2067 19.1571
H -3.0904 -10.5380 18.2539
O 2.1628 -8.0117 20.6981
H 2.4514 -7.0825 20.4575
H 2.3994 -8.0639 21.6527
O -0.9607 -1.5222 18.7783
H -1.2666 -0.6108 18.7606
H -1.4595 -1.9699 18.0908
O -1.0793 -7.8807 18.7708
H -0.8202 -8.7953 18.6447
H -1.8540 -7.6930 18.2359
O -6.1501 -4.3335 15.0406
H -6.5650 -5.0495 14.6167
H -5.2841 -4.6261 15.2533
O -1.3865 -11.3840 17.6628
H -0.5452 -11.6679 18.1070
H -1.0244 -11.2086 16.7947
O -6.2527 -4.1248 18.1698
H -6.3163 -4.2488 17.2035
H -7.1336 -3.9333 18.5026
*
```

(2)
ORCA calculation (ωB97M-V/def2-TZVPD) on H6IO3 as an isolated structure.

Values from the calculation:
energy above the lowest of the compared OMol25 structures with the same formula, charge and spin	112.9	kJ/mol

Geometry as ORCA input:
```
! wB97M-V def2-TZVPD RIJCOSX def2/J DEFGRID3
* xyz -1 1
I 30.1950 28.1960 50.3490
O 30.7260 29.2080 46.7580
H 30.6480 28.7730 47.6240
H 29.8500 29.5610 46.5260
O 29.4480 24.8320 50.2490
H 28.8400 24.9210 49.4500
H 29.5620 25.6990 50.3550
O 31.1490 27.3430 53.0910
H 30.3320 27.5100 52.3570
H 31.7940 28.0120 52.7620
*
```

One value per record, in order, for LUMO level: -2.3; 3.5 eV.
One value per record, in order, for max |F|: 2.305; 6.612 eV Å⁻¹.